# 1
Entry from the Open Molecules 2025 dataset: a 2-piece molecular cluster, C5H9NO2 overall (ωB97M-V with the def2-TZVPD basis set).

Structure (XYZ):
```
17
Properties=species:S:1:pos:R:3
C 1.893 -0.335 0.138
C -0.664 -0.304 0.484
C -1.186 -0.434 -0.734
C 0.629 0.366 0.562
N 0.769 1.285 1.535
C -2.002 -0.955 -1.633
O -1.414 -0.347 1.662
O 0.114 1.037 -1.237
H -2.342 -0.442 1.405
H 0.625 0.772 -2.020
H -0.064 1.706 1.917
H 1.680 1.577 1.848
H 1.700 -0.970 -0.723
H 2.678 0.381 -0.115
H 2.243 -0.960 0.966
H -2.429 -0.361 -2.432
H -2.229 -2.016 -1.622
```

## Properties
**Relative energy (zero: lowest compared OMol25 entry of this formula, charge and spin)**: 453.24 kJ/mol
**HOMO**: -7.1232 eV
**Gap between HOMO and LUMO**: 7.9 eV
**Calculated total energy**: -10911.87816 eV

***

# 2
Entry from the Open Molecules 2025 dataset: a 2-piece molecular cluster, C5H9NO2 overall at a distorted geometry (ωB97M-V with the def2-TZVPD basis set).

Structure (XYZ):
```
17
Properties=species:S:1:pos:R:3
C -1.246 1.261 -0.847
C -1.089 -0.229 -1.027
C -0.191 -1.058 -0.333
C 0.933 -0.538 0.422
C 0.819 -0.609 1.889
H 0.073 1.959 -2.192
H -2.111 1.845 -0.119
H -1.704 1.911 -1.732
H -2.194 -0.524 -0.737
H -0.505 -2.115 0.194
H 1.262 0.476 0.094
H 1.358 0.154 2.332
H 0.133 -1.250 2.593
H 2.759 -0.885 0.839
N 1.773 -1.455 0.997
O 0.059 1.933 -0.639
O -0.129 -0.876 -1.734
```

## Properties
**Relative energy (zero: lowest compared OMol25 entry of this formula, charge and spin)**: 954.86 kJ/mol
**HOMO**: -9.7090 eV
**Gap between HOMO and LUMO**: 8.7 eV
**Calculated total energy**: -10906.67927 eV

***

# 3
Entry from the Open Molecules 2025 dataset: C5H9NO2 as an isolated structure at a distorted geometry (ωB97M-V with the def2-TZVPD basis set).

Structure (XYZ):
```
17
Properties=species:S:1:pos:R:3
C 0.884 0.625 -0.376
C -2.053 -1.045 0.032
N 0.309 0.075 0.723
C 2.702 0.057 0.014
C -1.326 0.251 0.150
C -1.852 1.461 0.063
O 2.707 -1.284 0.264
O 3.717 0.668 -0.167
H 3.628 -1.606 0.279
H 0.484 -0.924 0.798
H 0.945 1.713 -0.352
H 0.773 0.209 -1.383
H -1.985 -1.609 0.964
H -1.642 -1.664 -0.768
H -3.115 -0.882 -0.169
H -2.924 1.605 -0.007
H -1.252 2.350 -0.066
```

## Properties
**Relative energy (zero: lowest compared OMol25 entry of this formula, charge and spin)**: 360.68 kJ/mol
**HOMO**: -8.8912 eV
**Gap between HOMO and LUMO**: 9.5 eV
**Calculated total energy**: -10912.83744 eV

***

# 4
Entry from the Open Molecules 2025 dataset: the molecule C5H9NO2 at a distorted geometry (ωB97M-V with the def2-TZVPD basis set).

Structure (XYZ):
```
17
Properties=species:S:1:pos:R:3
C -1.064 -2.109 -1.193
C -0.562 -1.629 0.087
O -0.011 -2.340 0.870
N -0.603 -0.258 0.318
C -0.049 0.314 1.531
C 0.558 0.577 0.142
C 0.403 1.951 -0.407
O 1.394 2.794 0.260
H -1.963 -1.518 -1.380
H -1.301 -3.219 -1.169
H -0.250 -1.665 -1.800
H -0.719 1.047 2.026
H 0.542 -0.316 2.204
H 1.516 -0.035 -0.014
H 0.654 1.963 -1.462
H -0.594 2.420 -0.352
H 2.049 2.022 0.339
```

## Properties
**Relative energy (zero: lowest compared OMol25 entry of this formula, charge and spin)**: 266.75 kJ/mol
**HOMO**: -9.6545 eV
**Gap between HOMO and LUMO**: 10.5 eV
**Calculated total energy**: -10913.81098 eV

***

# 5
Entry from the Open Molecules 2025 dataset: the molecule C5H9NO2 at a distorted geometry (ωB97M-V with the def2-TZVPD basis set).

Structure (XYZ):
```
17
Properties=species:S:1:pos:R:3
C -1.242 2.257 1.712
N -0.255 1.535 1.074
C -0.296 0.332 0.411
C 0.853 -0.604 0.577
O 0.812 -1.972 0.436
C 0.714 0.183 -0.761
C 0.203 -0.568 -1.957
O -0.562 -1.553 -1.892
H -2.227 2.259 1.315
H -0.838 3.293 1.596
H -1.341 1.990 2.790
H 0.738 1.770 1.316
H -1.301 -0.094 0.186
H 1.682 -0.347 1.230
H 0.125 -2.190 -0.163
H 1.161 1.167 -1.124
H 0.399 0.009 -2.910
```

## Properties
**Relative energy (zero: lowest compared OMol25 entry of this formula, charge and spin)**: 314.39 kJ/mol
**HOMO**: -8.1809 eV
**Gap between HOMO and LUMO**: 9.0 eV
**Calculated total energy**: -10913.31721 eV

***

# 6
Entry from the Open Molecules 2025 dataset: a 2-piece molecular cluster, C5H9NO2 overall at a distorted geometry (ωB97M-V with the def2-TZVPD basis set).

Structure (XYZ):
```
17
Properties=species:S:1:pos:R:3
C -0.268 -1.647 -1.397
C 0.331 -1.294 -0.308
C 1.083 -0.980 0.723
C 1.877 0.259 0.816
C 1.768 1.194 -0.364
O 2.544 0.513 1.794
H 0.216 -2.199 -2.186
H -1.306 -1.394 -1.547
H 1.181 -1.662 1.559
H 0.719 1.410 -0.560
H 2.187 0.715 -1.248
H 2.306 2.117 -0.159
N -3.027 0.730 0.562
O -1.629 0.405 0.646
H -3.124 1.368 -0.227
H -3.503 -0.138 0.322
H -1.353 0.600 1.572
```

## Properties
**Relative energy (zero: lowest compared OMol25 entry of this formula, charge and spin)**: 395.03 kJ/mol
**HOMO**: -9.4775 eV
**Gap between HOMO and LUMO**: 10.2 eV
**Calculated total energy**: -10912.48142 eV

***

# 7
Entry from the Open Molecules 2025 dataset: the molecule C5H9NO2 at a distorted geometry (ωB97M-V with the def2-TZVPD basis set).

Structure (XYZ):
```
17
Properties=species:S:1:pos:R:3
C -1.475 0.955 0.853
C -1.207 -0.243 0.241
C -2.457 -0.721 -0.572
N 0.007 -1.147 0.326
C 1.276 -0.586 -0.086
O 2.183 -1.321 -0.006
C 1.490 0.923 0.055
O 0.560 1.757 -0.717
H -2.381 1.601 0.546
H -0.794 1.622 1.557
H -2.485 -1.831 -0.438
H -2.315 -0.739 -1.597
H -3.414 -0.384 -0.376
H -0.215 -2.179 0.369
H 2.506 1.294 -0.341
H 1.549 1.143 1.078
H -0.196 2.037 -0.242
```

## Properties
**Relative energy (zero: lowest compared OMol25 entry of this formula, charge and spin)**: 324.13 kJ/mol
**HOMO**: -9.1980 eV
**Gap between HOMO and LUMO**: 9.9 eV
**Calculated total energy**: -10913.21627 eV

***

# 8
Entry from the Open Molecules 2025 dataset: a 2-piece molecular cluster, C5H9NO2 overall at a distorted geometry (ωB97M-V with the def2-TZVPD basis set).

Structure (XYZ):
```
17
Properties=species:S:1:pos:R:3
C 2.277 0.391 -0.055
C 1.211 -0.226 0.384
C -1.236 0.085 -1.499
C -0.677 0.859 0.917
C -1.768 0.239 -0.046
N 1.368 -1.500 0.931
O 0.530 -2.210 0.447
O 2.126 -1.777 1.811
H 3.204 -0.142 -0.278
H 2.259 1.451 -0.283
H -0.741 1.044 -1.602
H -0.684 -0.782 -1.543
H -2.044 0.014 -2.193
H -0.452 1.931 0.692
H -0.753 0.499 1.882
H -2.613 0.854 0.019
H -2.007 -0.730 0.415
```

## Properties
**Relative energy (zero: lowest compared OMol25 entry of this formula, charge and spin)**: 714.17 kJ/mol
**HOMO**: -10.0214 eV
**Gap between HOMO and LUMO**: 9.7 eV
**Calculated total energy**: -10909.17384 eV

***

# 9
Entry from the Open Molecules 2025 dataset: the molecule C5H9NO2 at a distorted geometry (ωB97M-V with the def2-TZVPD basis set).

Structure (XYZ):
```
17
Properties=species:S:1:pos:R:3
O -0.401 1.820 1.903
C 0.699 1.703 1.498
C 1.288 0.476 0.881
C 0.421 -0.769 0.592
C 0.110 -0.993 -0.888
N -0.775 -0.003 -1.562
C -2.054 -0.219 -1.118
O -2.959 0.544 -1.310
H 1.618 2.501 1.425
H 1.678 0.788 -0.116
H 2.185 0.096 1.550
H 0.843 -1.784 0.940
H -0.574 -0.713 1.156
H -0.460 -1.997 -0.987
H 1.073 -1.131 -1.376
H -0.399 0.866 -1.881
H -2.294 -1.184 -0.708
```

## Properties
**Relative energy (zero: lowest compared OMol25 entry of this formula, charge and spin)**: 184.16 kJ/mol
**HOMO**: -9.7588 eV
**Gap between HOMO and LUMO**: 10.5 eV
**Calculated total energy**: -10914.66695 eV

***

# 10
Entry from the Open Molecules 2025 dataset: the molecule C5H9NO2 at a distorted geometry (ωB97M-V with the def2-TZVPD basis set).

Structure (XYZ):
```
17
Properties=species:S:1:pos:R:3
C -0.797 -0.575 1.262
C 0.449 -0.398 0.847
C 1.495 -1.445 0.912
N 0.851 0.749 0.188
C 0.183 1.472 -0.807
O 0.599 2.493 -1.319
C -1.143 1.014 -1.460
O -1.111 -0.293 -1.801
H -1.171 -1.498 1.707
H -1.591 0.122 1.205
H 2.285 -1.135 1.797
H 2.054 -1.491 -0.079
H 0.926 -2.354 1.247
H 1.729 1.208 0.398
H -1.364 1.571 -2.406
H -1.918 1.392 -0.723
H -1.477 -0.833 -0.967
```

## Properties
**Relative energy (zero: lowest compared OMol25 entry of this formula, charge and spin)**: 203.52 kJ/mol
**HOMO**: -9.3114 eV
**Gap between HOMO and LUMO**: 10.0 eV
**Calculated total energy**: -10914.46637 eV

***

Question: The highest calculated total energy belongs to which entry?
Answer: number 2